Entry from the Open Molecules 2025 dataset: a structure of composition C29H48BBeBr3CsK3NO8 at a distorted geometry (wB97M-V/def2-TZVPD).

**Charge**: +1
**Highest occupied orbital energy**: -0.2853 Eh

Each line ends with the Löwdin charge.
Geometry (Å):
C 1.689 -1.087 3.968  -0.105
C 2.544 0.187 4.072  -0.259
C 1.811 1.445 3.623  -0.215
C 1.931 1.777 2.132  -0.241
C 3.340 1.657 1.508  -0.237
C 3.576 0.457 0.553  -0.157
C 2.697 0.327 -0.704  -0.068
C 1.628 -0.766 -0.471  -0.212
C 0.131 -0.428 -0.306  -0.114
C -0.293 0.688 -1.269  -0.269
C -0.006 2.102 -0.771  -0.194
C -0.963 2.646 0.315  -0.187
C -2.449 2.728 -0.100  -0.344
C -3.327 2.179 1.047  -0.187
C -4.785 2.659 0.908  -0.182
C -5.746 1.524 0.456  -0.207
C -6.821 1.266 1.510  -0.210
C -7.584 -0.040 1.215  -0.171
C -6.676 -1.251 1.544  -0.158
C -6.281 -1.965 0.273  -0.363
O -5.458 -3.061 0.635  -0.185
C -4.798 -3.676 -0.459  -0.109
B 1.882 -2.025 -1.421  -0.555
O 3.135 -2.647 -1.499  0.175
O 0.873 -2.595 -2.191  0.072
C 0.591 -3.833 -1.624  -0.172
N 2.129 -1.284 0.877  0.144
C 3.439 -0.961 1.078  -0.431
O 4.314 -1.679 1.548  -0.119
H 0.964 -1.007 3.163  0.059
H 2.283 -1.990 3.784  0.046
H 1.128 -1.246 4.885  0.077
H 2.734 0.305 5.141  0.108
H 3.528 0.086 3.607  0.040
H 2.104 2.259 4.276  0.066
H 0.749 1.266 3.816  0.112
H 1.259 1.159 1.538  0.073
H 1.583 2.799 2.020  0.068
H 4.092 1.728 2.281  0.027
H 3.496 2.521 0.876  0.074
H 4.561 0.681 0.146  0.144
H 3.381 -0.176 -1.391  0.082
H 2.459 1.213 -1.275  0.135
H -0.450 -1.314 -0.574  0.104
H -0.180 -0.176 0.710  0.105
H -1.367 0.572 -1.444  0.080
H 0.153 0.467 -2.237  -0.094
H 0.998 2.195 -0.372  0.083
H -0.047 2.791 -1.619  0.100
H -0.834 2.120 1.259  0.092
H -0.653 3.675 0.503  0.112
H -2.766 3.781 -0.217  0.101
H -2.666 2.231 -1.060  -0.196
H -3.236 1.092 1.042  0.114
H -2.879 2.525 1.975  0.111
H -5.100 2.987 1.896  0.105
H -4.883 3.526 0.258  0.101
H -5.140 0.623 0.376  0.082
H -6.163 1.724 -0.533  0.108
H -6.292 1.153 2.458  0.113
H -7.465 2.137 1.621  0.117
H -7.842 -0.031 0.157  0.098
H -8.469 -0.041 1.843  0.110
H -5.751 -0.872 1.979  0.110
H -7.119 -1.920 2.274  0.122
H -7.199 -2.276 -0.250  0.057
H -5.713 -1.321 -0.409  0.014
H -3.724 -3.503 -0.397  0.082
H -4.999 -4.746 -0.423  0.091
H -5.185 -3.335 -1.415  -0.007
H 3.329 -3.097 -0.671  0.073
H 0.635 -3.758 -0.506  0.003
H -0.402 -4.194 -1.875  0.120
H 1.374 -4.546 -1.960  0.076
H 1.926 -2.257 1.081  0.117
C 5.840 -0.414 -5.343  -0.103
C 4.751 0.119 -4.494  -0.438
C 5.110 0.297 -3.005  -0.378
O 4.291 0.817 -2.222  -0.072
C 6.364 -0.159 -2.565  -0.016
C 7.420 -0.719 -3.335  -0.462
C 7.186 -0.791 -4.880  -0.546
O 8.017 -1.125 -5.688  0.083
O 8.490 -1.130 -2.915  0.036
O 3.666 0.422 -4.910  0.091
H 5.686 -0.511 -6.415  0.128
H 6.504 -0.071 -1.494  0.104
K 1.787 -5.301 0.256  1.016
Cs -3.286 2.596 -2.941  1.022
K 5.321 -1.724 3.733  0.973
Br 3.882 4.164 3.039  -0.144
K 3.283 6.586 1.836  0.638
Br 5.404 -2.518 -4.610  0.725
Be -6.646 -1.674 -2.418  0.411
Br 0.192 0.986 -4.412  -0.319